Record 1
The following is a quantum chemistry calculation of a molecular structure, C14H18NO7PdS, from OMol25.

Structure (XYZ):
```
42
Properties=species:S:1:pos:R:3
Pd -0.771 0.659 0.434
C -2.614 -1.925 1.822
O -2.766 -1.039 0.728
C -3.091 -1.662 -0.497
C -1.900 -2.361 -1.105
O -0.926 -1.363 -1.334
C 0.321 -1.850 -1.781
C 1.118 -2.518 -0.681
O 1.150 -1.650 0.422
C 1.926 -2.158 1.492
H -3.495 -2.567 1.927
H -2.505 -1.312 2.714
H -1.717 -2.543 1.719
H -3.413 -0.866 -1.169
H -3.924 -2.364 -0.367
H -2.198 -2.829 -2.053
H -1.526 -3.151 -0.445
H 0.864 -0.983 -2.159
H 0.181 -2.554 -2.612
H 2.131 -2.713 -1.063
H 0.691 -3.491 -0.398
H 2.967 -2.305 1.186
H 1.524 -3.117 1.840
H 1.884 -1.432 2.299
O 2.474 1.564 2.923
C 1.609 1.496 2.067
O 0.509 0.816 2.143
C 1.724 2.311 0.790
C 2.197 3.612 0.758
C 2.031 4.402 -0.379
C 1.331 3.919 -1.477
C 0.884 2.612 -1.430
C 1.129 1.784 -0.352
N -0.027 2.115 -2.484
O -0.054 2.699 -3.545
O -0.750 1.168 -2.191
H 2.671 4.005 1.648
H 2.401 5.418 -0.389
H 1.107 4.538 -2.332
H 1.086 0.688 -0.447
S -2.305 2.869 2.508
C -1.928 2.075 1.270
```

Results
net charge: 0
frontier orbital gap (alpha / beta): 7.80 / 7.31 eV
multiplicity: 2
energy relative to the best compared isomer or geometry (same formula, charge and spin): 89.7 kJ/mol

Löwdin atomic charge list, values in e, 6 entries:
1 Pd 0.772
2 C -0.082
3 O -0.253
4 C -0.190
5 C -0.186
6 O -0.196



Record 2
The following is a quantum chemistry calculation of 2 unconnected molecules or ions with the total composition C6H13BF2N3O5P, from OMol25.

Structure (XYZ):
```
31
Properties=species:S:1:pos:R:3
N 2.325 -0.994 1.961
P 0.870 -0.698 0.911
O 1.230 0.890 0.199
N -0.595 -0.625 1.931
C -1.512 -1.815 1.722
C -2.802 -1.478 0.713
N -3.605 -0.270 1.207
C -2.822 0.584 2.216
C -1.273 0.686 1.599
H 2.356 -0.129 2.577
H 3.133 -0.829 1.289
H 0.648 1.013 -0.609
H -0.925 -2.791 1.370
H -2.024 -2.130 2.753
H -2.325 -1.184 -0.314
H -3.503 -2.435 0.622
H -4.570 -0.516 1.536
H -3.746 0.368 0.368
H -2.815 0.112 3.298
H -3.298 1.671 2.343
H -0.651 1.557 2.083
H -1.369 0.901 0.435
B 4.083 1.389 -3.585
O 3.672 0.008 -3.861
C 2.404 -0.118 -3.444
O 1.756 -1.149 -3.528
C 1.946 1.129 -2.897
O 0.839 1.348 -2.432
O 2.924 2.042 -2.968
F 4.437 2.062 -4.825
F 5.212 1.401 -2.669
```

Results
net charge: 0
frontier orbital gap: 7.30 eV

Löwdin atomic charge list, values in e, 6 entries:
1 N -0.200
2 P 0.898
3 O -0.345
4 N -0.362
5 C -0.223
6 C -0.104



Record 3
The following is a quantum chemistry calculation of 2 unconnected molecules or ions with the total composition C4H12, from OMol25.

Structure (XYZ):
```
16
Properties=species:S:1:pos:R:3
C 1.991 -0.186 -0.764
C 2.514 0.436 -2.052
H 2.265 0.372 0.128
H 0.911 -0.325 -0.768
H 2.376 -1.193 -0.629
H 2.158 -0.117 -2.926
H 3.597 0.500 -2.031
H 2.123 1.445 -2.170
C -1.710 -0.639 1.493
C -2.759 0.428 1.286
H -1.916 -1.244 2.377
H -1.602 -1.350 0.681
H -0.715 -0.233 1.678
H -3.120 0.859 2.223
H -3.674 0.017 0.851
H -2.438 1.228 0.623
```

Results
net charge: 0
frontier orbital gap: 12.89 eV
energy relative to the best compared isomer or geometry (same formula, charge and spin): 9.2 kJ/mol
SMILES: CC.CC

Löwdin atomic charge list, values in e, 6 entries:
1 C -0.179
2 C -0.170
3 H 0.061
4 H 0.051
5 H 0.058
6 H 0.064



Record 4
The following is a quantum chemistry calculation of 2 unconnected molecules or ions with the total composition C12H23FN5O3S, from OMol25.

Structure (XYZ):
```
45
Properties=species:S:1:pos:R:3
N -0.590 -1.783 2.364
C -1.393 -0.683 2.334
C -2.742 -0.802 1.900
N -3.631 0.132 1.779
N -3.155 1.312 2.154
S -4.318 2.610 1.993
O -5.516 2.043 1.537
O -3.755 3.616 1.182
F -4.536 3.061 3.446
C -1.920 1.590 2.620
N -1.588 2.893 3.019
C -0.955 0.601 2.713
C 0.434 0.866 3.190
C 1.341 1.355 2.035
O 1.824 2.455 2.095
H -1.135 -2.637 2.354
H -0.002 -1.730 3.189
H -3.086 -1.794 1.629
H -2.184 3.242 3.760
H -1.531 3.537 2.237
H 0.872 -0.022 3.647
H 0.417 1.665 3.925
H 1.516 0.724 1.143
C -0.276 -0.966 -0.950
C 0.731 -0.251 -1.840
N 2.022 -0.904 -1.869
C 3.067 -0.089 -2.474
C 2.933 0.268 -3.957
C 2.013 -2.308 -2.256
C 1.418 -2.674 -3.620
H 0.104 -1.107 0.062
H -1.191 -0.369 -0.880
H -0.554 -1.938 -1.358
H 0.869 0.759 -1.442
H 0.296 -0.132 -2.843
H 4.031 -0.577 -2.312
H 3.126 0.846 -1.905
H 3.156 -0.580 -4.602
H 3.649 1.053 -4.208
H 1.940 0.645 -4.206
H 1.471 -2.868 -1.488
H 3.034 -2.692 -2.196
H 0.470 -2.169 -3.810
H 1.225 -3.748 -3.656
H 2.099 -2.447 -4.438
```

Results
net charge: +1
frontier orbital gap: 5.28 eV

Löwdin atomic charge list, values in e, 6 entries:
1 N 0.192
2 C -0.205
3 C -0.012
4 N 0.158
5 N -0.092
6 S 0.676



no.,molar mass (g/mol),largest force on an atom (eV/Å)
1,450.785,1.1
2,286.968,4.9
3,60.140,0.9
4,336.413,3.3